One molecule with the formula C32H32N4O2, computed with wB97M-V/def2-TZVPD.

The calculation puts the gap between HOMO and LUMO at 8.66 eV. The spin multiplicity is 1. The value obtained for the total energy is -43760.5977 eV. Its structure (SMILES) is O=C1[C@@H]2Cc3c([nH]c4ccccc34)[C@H](c3ccccc3)N2C(=O)CN1C1CCN(Cc2ccccc2)CC1. The charge is 0.

Positions of all 70 atoms, in Å:
1 O 0.7756 1.6905 -1.5865
2 O -1.2118 -2.8359 0.1239
3 N -5.2132 0.3489 -0.5229
4 N -1.6825 -0.7343 -0.5919
5 N 5.0316 1.2191 -0.7671
6 N 1.0366 -0.1062 -0.2324
7 C 6.4554 1.5172 -0.8282
8 C -4.1305 -3.2494 -1.0409
9 C -6.8390 2.1102 0.1945
10 C 8.5539 -1.4871 0.1623
11 C 7.8141 -0.5929 -0.5911
12 C -4.5379 -3.2403 1.6956
13 C 2.4930 0.0111 -0.1543
14 C -3.9223 -2.1644 1.0861
15 C 4.4574 1.3658 0.5537
16 C 0.4039 -1.1365 0.5524
17 C 7.3250 0.5788 -0.0255
18 C -3.7027 -2.1670 -0.2868
19 C 3.1561 -0.1340 -1.5228
20 C -1.2060 0.6023 -0.8866
21 C 7.6012 0.8381 1.3119
22 C -4.3987 2.2678 0.3324
23 C -3.3091 1.4105 -0.0009
24 C -3.0871 -0.9567 -0.9510
25 C -0.9138 -1.6678 -0.0113
26 C 8.3409 -0.0543 2.0677
27 C -4.7509 -4.3246 -0.4293
28 C -5.5801 1.5606 -0.0052
29 C -6.9046 3.3762 0.7364
30 C -5.7477 4.0851 1.0715
31 C 0.3079 0.7741 -0.9376
32 C -4.9548 -4.3230 0.9389
33 C 8.8157 -1.2220 1.4956
34 C -1.8333 1.6162 0.0876
35 C -4.4954 3.5478 0.8769
36 C 2.9341 1.3390 0.4595
37 C 4.6713 -0.0537 -1.3563
38 C -3.8451 0.2636 -0.5145
39 H -1.5641 0.8622 -1.8932
40 H 2.4984 1.4634 1.4530
41 H -5.8457 5.0753 1.4915
42 H 9.3926 -1.9197 2.0848
43 H 5.0178 -0.9066 -0.7423
44 H 2.5977 2.1523 -0.1817
45 H 7.2408 1.7520 1.7630
46 H 6.7463 1.4837 -1.8820
47 H -4.6941 -3.2345 2.7643
48 H -3.1498 -1.0760 -2.0461
49 H -3.9660 -3.2581 -2.1091
50 H -3.5984 -1.3184 1.6757
51 H 2.8806 -1.0872 -1.9779
52 H 1.0753 -1.9942 0.6401
53 H 6.5851 2.5423 -0.4692
54 H 5.1467 -0.1245 -2.3373
55 H -7.8683 3.8327 0.9062
56 H -5.4350 -5.1643 1.4163
57 H -1.5527 2.6290 -0.2050
58 H -5.8375 -0.3849 -0.8112
59 H -1.4688 1.4411 1.1051
60 H 0.1896 -0.7763 1.5712
61 H 4.7772 2.3274 0.9620
62 H 8.5485 0.1630 3.1055
63 H 4.7954 0.5687 1.2430
64 H 2.8371 -0.8045 0.4921
65 H 7.6209 -0.8023 -1.6338
66 H 8.9285 -2.3927 -0.2928
67 H -7.7328 1.5623 -0.0648
68 H -3.6050 4.0999 1.1371
69 H 2.8192 0.6780 -2.1652
70 H -5.0727 -5.1667 -1.0242



C19H22BaN5O3 as an isolated structure at a distorted geometry, computed with wB97M-V/def2-TZVPD.

The calculation puts the gap between HOMO and LUMO at 7.05 eV. The spin multiplicity is 1. The value obtained for the total energy is -34343.6845 eV. The charge is +1.

Positions of all 50 atoms, in Å:
1 Ba 0.5483 -1.8523 -1.8374
2 O -1.5964 -2.1980 -1.0816
3 O 0.6243 0.2967 -1.4675
4 O -4.1633 -1.8613 -1.5164
5 N -0.8704 -1.8479 1.0756
6 N 2.8153 -2.2607 -0.4080
7 N 1.7412 2.1993 -0.9791
8 N -0.5774 2.1346 -0.8889
9 N 0.3435 -1.8708 0.6078
10 C 1.3571 -1.5557 1.3397
11 C 2.6840 -1.6869 0.8009
12 C 5.1870 -2.1975 -0.1896
13 C -5.7307 -1.5911 1.7269
14 C 4.0262 -2.5362 -0.8625
15 C 3.8113 -1.2726 1.5230
16 C -0.6693 3.5483 -0.5686
17 C -1.8250 1.4076 -0.8096
18 C -4.6592 -1.8349 2.5835
19 C -1.8287 -2.0555 0.1580
20 C 3.0200 1.5269 -1.0047
21 C 0.5204 4.2872 -1.1568
22 C -3.3961 -2.0007 2.0701
23 C -5.5494 -1.5720 0.3629
24 C 0.5914 1.5057 -1.1193
25 C -4.2882 -1.8197 -0.1835
26 C -3.1871 -1.9883 0.6837
27 C 5.0703 -1.5139 1.0156
28 C 1.7838 3.6124 -0.6511
29 H -1.6647 0.3713 -1.0937
30 H 0.4854 4.2204 -2.2453
31 H -3.2338 -2.0972 -1.7233
32 H 2.8750 0.4916 -1.3032
33 H -6.7191 -1.4310 2.1303
34 H 0.5017 5.3357 -0.8671
35 H 4.0620 -3.0673 -1.8055
36 H 6.1493 -2.4533 -0.6002
37 H 3.6762 -0.7720 2.4675
38 H 3.6876 2.0163 -1.7145
39 H -2.5359 -2.1421 2.7080
40 H 1.8888 3.7437 0.4326
41 H -0.7144 3.6796 0.5193
42 H 3.4712 1.5542 -0.0090
43 H -4.8225 -1.8906 3.6480
44 H -1.6040 3.9282 -0.9907
45 H 2.6667 4.0429 -1.1302
46 H -2.2032 1.4451 0.2154
47 H 5.9485 -1.1887 1.5476
48 H 1.2363 -1.2545 2.3760
49 H -2.5622 1.8572 -1.4755
50 H -6.3729 -1.3946 -0.3118



The highest charge belongs to which entry? C19H22BaN5O3